[1]
DFT (ωB97M-V/def2-TZVPD) results for a structure of composition C32H36BrIrN6O2PSi.

ORCA input file:
```
! RIJCOSX wB97M-V def2-TZVPD def2/J DEFGRID3
* xyz 2 6
Ir 0.605 0.157 0.981
N 1.171 0.348 3.475
N 0.485 -0.650 4.168
C -0.378 -1.519 3.430
O -1.189 -2.154 4.063
O -0.185 -1.520 2.183
H 2.173 0.146 3.458
H 1.026 1.264 3.896
H 0.170 -0.452 5.112
N 0.209 0.686 -2.178
P -0.269 -0.711 -1.314
C 0.984 -1.971 -1.755
C 0.566 -3.301 -1.754
C 1.453 -4.300 -2.106
C 2.758 -3.973 -2.445
C 3.177 -2.652 -2.433
C 2.295 -1.645 -2.079
C -1.546 -1.226 -2.531
C -1.088 -1.521 -3.819
C -1.983 -1.906 -4.797
C -3.340 -1.969 -4.516
C -3.795 -1.671 -3.243
C -2.899 -1.319 -2.245
C 0.960 1.729 -1.731
C 1.123 2.850 -2.563
C 1.968 3.861 -2.175
C 2.647 3.729 -0.963
C 2.387 2.633 -0.174
N 1.543 1.646 -0.523
H -0.206 0.821 -3.094
H -0.457 -3.545 -1.502
H 1.126 -5.329 -2.127
H 3.450 -4.752 -2.725
H 4.192 -2.404 -2.708
H 2.615 -0.611 -2.079
H -0.033 -1.472 -4.054
H -1.618 -2.165 -5.779
H -4.035 -2.259 -5.287
H -4.849 -1.722 -3.021
H -3.252 -1.127 -1.247
H 0.591 2.892 -3.501
H 2.108 4.725 -2.805
H 3.351 4.477 -0.641
H 2.889 2.527 0.774
Br 4.306 0.443 1.826
C 3.800 -1.311 1.323
C 4.788 -2.273 1.201
C 4.388 -3.570 0.925
C 3.030 -3.839 0.822
C 2.128 -2.794 0.947
N 2.503 -1.535 1.163
H 5.827 -2.016 1.331
H 5.125 -4.352 0.824
H 2.673 -4.839 0.646
H 1.064 -2.968 0.900
C -3.605 1.429 -0.298
Si -2.945 0.709 1.363
C -2.894 -1.194 1.291
C -4.104 1.097 2.837
N -1.357 1.462 1.521
C -1.131 2.739 1.827
C 0.198 3.181 2.085
C 0.482 4.483 2.409
C -0.545 5.423 2.504
C -1.856 5.031 2.243
C -2.151 3.731 1.911
H -4.524 0.928 -0.584
H -2.884 1.309 -1.102
H -3.827 2.487 -0.206
H -3.827 -1.579 0.888
H -2.793 -1.608 2.290
H -2.067 -1.576 0.694
H -5.088 0.692 2.623
H -4.217 2.157 3.033
H -3.746 0.621 3.744
H 0.989 2.442 2.031
H 1.501 4.784 2.600
H -0.325 6.444 2.775
H -2.649 5.761 2.300
H -3.166 3.458 1.686
*
```

Output
E_HOMO (spin up / spin down), Ha: -0.509 / -0.525
⟨S²⟩: 8.80

Formally, the Mulliken partial charges of the atoms, in units of the elementary charge, are as follows: 4.00, -0.32, -0.33, 0.12, -0.64, -0.72, 0.29, 0.31, 0.28, 0.33, 0.21, 0.17, -0.51, -0.85, -0.71, -0.69, -0.28, 0.37, -0.70, -0.81, -0.66, -0.89, -0.02, 0.19, -0.94, -0.58, -1.06, -0.37, 0.32, 0.27, 0.48, 0.48, 0.47, 0.50, 0.45, 0.40, 0.47, 0.44, 0.49, 0.16, 0.54, 0.48, 0.52, 0.37, -0.04, 0.21, -0.78, -0.39, -1.13, -0.51, 0.24, 0.47, 0.49, 0.54, 0.77, -1.08, -0.04, -0.88, -1.21, -0.01, 1.04, 0.45, -1.04, -0.63, -1.10, -0.39, 0.38, 0.27, 0.46, 0.60, 0.43, 0.01, 0.40, 0.42, 0.35, -0.05, 0.48, 0.44, 0.46, 0.34

=====

[2]
DFT (ωB97M-V/def2-TZVPD) results for a structure of composition C32H36GeN3O9Sr.

ORCA input file:
```
! RIJCOSX wB97M-V def2-TZVPD def2/J DEFGRID3
* xyz 0 2
Sr 0.204 0.898 -0.077
O 4.909 0.868 -1.055
C 3.608 1.189 -0.785
O 2.844 0.253 -0.337
C 3.228 2.509 -0.983
C 4.148 3.564 -1.211
C 3.708 4.848 -1.102
C 2.365 5.081 -0.710
C 1.534 4.005 -0.592
N 1.898 2.738 -0.836
C 0.138 4.191 -0.045
O -0.298 5.313 0.177
O -0.466 3.078 0.183
H 4.992 -0.051 -0.787
H 5.184 3.329 -1.423
H 4.389 5.681 -1.249
H 1.981 6.068 -0.487
O 2.875 -0.411 -5.382
C 2.284 0.246 -4.360
O 2.753 1.186 -3.803
C 0.929 -0.354 -4.069
O 0.623 -0.522 -2.698
C 1.458 -1.532 -2.121
C 1.129 -1.696 -0.656
O -0.095 -1.196 -0.285
O 1.840 -2.254 0.123
H 3.687 0.077 -5.580
H 0.844 -1.306 -4.581
H 0.200 0.342 -4.468
H 2.519 -1.290 -2.183
H 1.275 -2.507 -2.594
N 0.040 3.458 -3.558
C -1.354 3.506 -3.065
C -1.977 2.110 -3.106
C -3.286 2.036 -2.312
C -3.079 1.975 -0.804
N -2.093 0.904 -0.519
H 0.603 2.926 -2.937
H 0.453 4.376 -3.514
H -1.924 4.159 -3.721
H -1.418 3.902 -2.051
H -1.275 1.418 -2.674
H -2.140 1.817 -4.144
H -3.862 1.151 -2.626
H -3.902 2.915 -2.535
H -4.034 1.778 -0.309
H -2.667 2.905 -0.425
H -2.490 0.019 -0.827
H -1.963 0.788 0.491
C 0.795 0.541 2.038
Ge -0.099 -1.161 1.660
C -2.025 -0.912 1.952
C -2.347 -0.176 3.107
C -3.677 -0.020 3.510
C -4.693 -0.601 2.769
C -4.391 -1.348 1.630
C -3.072 -1.513 1.234
C 0.599 -2.617 2.749
C 1.705 -2.349 3.541
C 2.233 -3.334 4.420
C 1.665 -4.568 4.486
C 0.556 -4.911 3.671
C -0.001 -6.219 3.709
C -1.038 -6.564 2.897
C -1.575 -5.614 1.992
C -1.067 -4.345 1.940
C 0.011 -3.941 2.786
H 1.111 0.567 3.082
H 0.085 1.359 1.888
H 1.689 0.630 1.398
H -1.567 0.293 3.695
H -3.910 0.555 4.399
H -5.725 -0.481 3.078
H -5.190 -1.801 1.052
H -2.856 -2.098 0.348
H 2.204 -1.392 3.494
H 3.093 -3.097 5.032
H 2.065 -5.319 5.160
H 0.425 -6.949 4.392
H -1.450 -7.567 2.935
H -2.389 -5.900 1.335
H -1.482 -3.636 1.233
*
```

Output
E_HOMO (spin up / spin down), Ha: -0.177 / -0.296
⟨S²⟩: 0.77

Formally, the Mulliken partial charges of the atoms, in units of the elementary charge, are as follows: 1.23, -0.62, 0.07, -0.15, 0.05, -1.32, -0.59, -0.89, 0.47, 1.33, -0.26, -0.81, -0.43, 0.36, 0.50, 0.42, 0.55, -0.50, 0.36, -0.42, -0.48, 0.14, -0.61, 0.73, -0.68, -0.52, 0.38, 0.33, 0.32, 0.32, 0.51, -0.49, -0.33, 0.63, -1.05, -0.94, -0.28, -0.25, 0.32, 0.42, 0.11, -0.69, 0.48, 0.37, 0.38, 0.36, 0.41, -0.08, 0.30, -3.18, 2.26, 0.53, -0.58, -0.82, -0.54, -0.97, 0.21, 0.21, -0.65, -1.04, -0.91, 1.00, -0.84, -0.54, -1.05, -0.38, 0.38, 0.73, 1.12, 1.18, 0.29, 0.43, 0.41, 0.44, 0.46, 0.32, 0.42, 0.39, 0.37, 0.38, 0.43, 0.11

=====

[3]
DFT (ωB97M-V/def2-TZVPD) results for a structure of composition C32H37BO3S.

ORCA input file:
```
! RIJCOSX wB97M-V def2-TZVPD def2/J DEFGRID3
* xyz 0 1
C -1.503 0.888 -5.720
O -2.269 0.263 -4.662
C -1.731 0.173 -3.416
C -2.597 -0.088 -2.324
C -2.052 -0.238 -1.059
C -0.679 -0.504 -0.907
C -0.154 -1.115 0.407
C 1.379 -0.959 0.542
C 2.195 -1.522 -0.436
C 3.507 -1.866 -0.118
C 4.044 -1.479 1.113
C 5.389 -2.003 1.484
C 3.296 -0.675 1.986
C 1.954 -0.425 1.698
C 0.155 0.031 -1.892
C -0.348 0.304 -3.164
H -2.278 1.259 -6.392
H -0.881 1.716 -5.351
H -0.865 0.146 -6.221
H -3.668 -0.197 -2.492
H -2.669 -0.079 -0.173
H -0.567 -0.475 1.193
H 1.757 -1.777 -1.402
H 4.078 -2.507 -0.800
H 5.860 -1.372 2.239
H 5.303 -3.020 1.887
H 6.017 -2.053 0.591
H 3.725 -0.315 2.929
H 1.336 0.150 2.392
H 1.196 0.279 -1.674
H 0.352 0.550 -3.961
C -3.349 -1.224 3.131
C -2.224 -1.867 2.438
C -0.990 -2.227 3.006
C -0.117 -2.764 2.078
C -0.519 -2.514 0.671
B 0.483 2.376 0.369
C 0.023 -3.480 -0.416
C 1.124 -4.299 -0.154
C 1.762 -4.931 -1.224
C 1.252 -4.798 -2.512
C 0.055 -4.114 -2.727
C -0.591 -3.495 -1.658
O -0.193 3.013 -0.557
C -0.984 3.910 0.282
C -0.941 5.232 -0.425
C -2.415 3.370 0.284
C -0.303 3.816 1.717
C 0.853 4.788 1.974
C -1.238 3.858 2.892
O 0.323 2.493 1.680
S -2.375 -2.573 0.878
H -3.043 -0.934 4.143
H -3.672 -0.327 2.584
H -4.188 -1.929 3.177
H -0.794 -2.134 4.072
H 0.842 -3.213 2.286
H 1.508 -4.423 0.859
H 2.661 -5.512 -1.038
H 1.787 -5.229 -3.353
H -0.391 -4.045 -3.714
H -1.557 -3.005 -1.789
H -1.582 5.956 0.090
H 0.084 5.613 -0.483
H -1.305 5.096 -1.454
H -3.075 4.124 0.741
H -2.751 3.168 -0.746
H -2.510 2.420 0.835
H 0.500 5.827 2.044
H 1.332 4.514 2.930
H 1.641 4.721 1.209
H -1.683 4.861 2.930
H -2.036 3.111 2.829
H -0.686 3.678 3.823
*
```

Output
E_HOMO, Ha: -0.169

Formally, the Mulliken partial charges of the atoms, in units of the elementary charge, are as follows: -0.82, -0.49, 0.87, -1.41, -0.34, 0.21, -0.77, 0.55, -0.45, -1.43, 1.03, -1.56, -0.99, -0.96, -0.40, -1.03, 0.28, 0.33, 0.28, 0.44, 0.59, 1.49, 0.47, 0.35, 0.38, 0.27, 0.38, 0.32, 0.47, 0.71, 0.39, -1.28, 0.73, -0.94, -0.69, 1.95, 0.61, 0.17, -0.43, -0.65, -0.65, -0.75, 0.01, -0.42, 1.79, -1.83, -1.57, 1.22, -1.83, -1.88, -0.41, -0.26, 0.37, 0.24, 0.32, 0.43, 0.25, 0.30, 0.44, 0.39, 0.44, 0.40, 0.36, 0.36, 0.46, 0.40, 0.47, 0.02, 0.39, 0.44, 0.31, 0.41, 0.31, 0.47

=====

E across the listed records, respectively: -136835.957; -114018.193; -51433.726 eV.
Maximum force across the listed records, respectively: 3.75; 10.15; 4.95 eV/A.
Relative energy (zero: lowest compared OMol25 entry of this formula, charge and spin) across the listed records, respectively: 26.1; 44.7; 167.3 kcal/mol.